{
  "formula": "C43H35IrN5P2S4",
  "method": "the ωB97M-V functional and the def2-TZVPD basis",
  "elements": ["Ir", "S", "P", "C", "P", "S", "C", "C", "C", "C", "C", "C", "C", "C", "C", "C", "C", "C", "C", "C", "C", "C", "C", "C", "C", "C", "C", "C", "C", "C", "H", "H", "H", "H", "H", "H", "H", "H", "H", "H", "H", "H", "H", "H", "H", "H", "H", "H", "H", "H", "S", "C", "C", "C", "C", "C", "N", "H", "H", "H", "H", "S", "C", "N", "N", "C", "C", "C", "C", "C", "C", "N", "N", "C", "C", "C", "C", "C", "C", "H", "H", "H", "H", "H", "H", "H", "H", "H", "H", "H"],
  "coordinates": [[1.2562, 0.4953, -0.9378], [0.0732, 0.8962, -3.5844], [-1.4659, 0.7361, -2.3488], [-0.7292, 0.4066, -0.7823], [-1.3109, 0.0996, 0.8529], [0.2800, -0.2172, 1.9546], [-2.2727, 1.5315, 1.4063], [-1.9015, 2.8031, 0.9814], [-2.5621, 3.9212, 1.4647], [-3.5927, 3.7755, 2.3821], [-3.9543, 2.5108, 2.8264], [-3.2924, 1.3909, 2.3459], [-2.4635, -1.3013, 0.8058], [-3.7874, -1.1575, 0.3932], [-4.6069, -2.2682, 0.2713], [-4.1070, -3.5319, 0.5555], [-2.7897, -3.6824, 0.9660], [-1.9692, -2.5706, 1.0918], [-2.6007, -0.5993, -2.7909], [-3.7081, -0.3808, -3.6060], [-4.5086, -1.4471, -3.9890], [-4.1945, -2.7351, -3.5775], [-3.0742, -2.9600, -2.7893], [-2.2783, -1.8962, -2.3974], [-2.4659, 2.2432, -2.2393], [-3.7569, 2.2259, -1.7116], [-4.4498, 3.4103, -1.5241], [-3.8549, 4.6198, -1.8590], [-2.5718, 4.6419, -2.3868], [-1.8759, 3.4566, -2.5788], [-1.1010, 2.9231, 0.2659], [-2.2694, 4.9046, 1.1207], [-4.1101, 4.6483, 2.7596], [-4.7488, 2.3969, 3.5526], [-3.5667, 0.4077, 2.7073], [-4.1843, -0.1734, 0.1779], [-5.6331, -2.1483, -0.0507], [-4.7459, -4.4002, 0.4563], [-2.3998, -4.6662, 1.1928], [-0.9417, -2.6753, 1.4189], [-3.9464, 0.6189, -3.9464], [-5.3713, -1.2719, -4.6186], [-4.8181, -3.5661, -3.8819], [-2.8176, -3.9635, -2.4769], [-1.3997, -2.0765, -1.7912], [-4.2247, 1.2848, -1.4525], [-5.4498, 3.3906, -1.1108], [-4.3944, 5.5464, -1.7087], [-2.1094, 5.5838, -2.6522], [-0.8719, 3.4599, -2.9857], [1.4888, 2.8959, -0.8314], [2.9154, 2.5370, -1.7585], [3.8563, 3.4078, -2.3066], [4.9007, 2.8666, -3.0251], [5.0045, 1.4835, -3.1977], [4.0431, 0.6797, -2.6300], [3.0397, 1.2069, -1.9258], [3.7510, 4.4738, -2.1636], [5.6459, 3.5189, -3.4623], [5.8164, 1.0470, -3.7603], [4.0499, -0.4000, -2.7131], [1.3303, -1.7660, -1.5413], [2.6152, -2.3261, -0.5718], [2.8489, -3.6888, -0.6831], [3.3564, -4.2877, 0.3847], [3.1022, -4.0337, 1.7506], [2.0204, -3.2715, 2.1757], [1.8296, -3.0577, 3.5307], [2.6920, -3.6157, 4.4641], [3.7557, -4.3975, 4.0333], [3.9649, -4.6053, 2.6805], [3.3648, -1.6025, 0.2371], [2.9956, -0.3427, 0.4020], [3.7841, 0.3313, 1.3360], [3.3756, 1.5900, 1.7831], [4.1403, 2.2846, 2.7035], [5.3194, 1.7395, 3.1948], [5.7228, 0.4821, 2.7605], [4.9673, -0.2250, 1.8429], [3.7511, -5.1940, 0.1720], [1.3331, -2.8374, 1.4639], [0.9961, -2.4440, 3.8489], [2.5368, -3.4417, 5.5204], [4.4331, -4.8398, 4.7520], [4.8078, -5.1951, 2.3393], [2.4499, 2.0032, 1.4167], [3.8057, 3.2563, 3.0438], [5.9154, 2.2844, 3.9152], [6.6382, 0.0472, 3.1417], [5.2756, -1.2042, 1.5066]],
  "gap_ha": [0.262, 0.228],
  "multiplicity": 6,
  "homo_ev": [-6.68, -7.61],
  "s2": 8.799
}